1.
{"formula": "C18H26B3NO3", "method": "wB97M-V/def2-TZVPD", "symbols": ["C", "C", "C", "C", "B", "O", "B", "O", "B", "C", "C", "C", "C", "C", "C", "C", "C", "C", "O", "H", "H", "H", "H", "H", "H", "H", "H", "H", "H", "H", "H", "H", "H", "H", "H", "H", "H", "H", "H", "H", "C", "C", "C", "N", "C", "C", "H", "H", "H", "H", "H"], "coordinates": [[0.306, 4.236, 3.190], [-0.079, 2.881, 2.579], [0.693, 2.555, 1.295], [2.227, 2.649, 1.505], [0.326, 1.146, 0.708], [-0.591, 0.315, 1.347], [-0.458, -1.043, 1.119], [0.006, -1.466, -0.102], [1.036, -0.685, -0.630], [2.267, -1.352, -1.314], [3.396, -0.404, -1.742], [3.258, 0.225, -3.149], [1.847, 0.507, -3.601], [1.317, 1.792, -3.477], [0.008, 2.069, -3.844], [-0.805, 1.060, -4.349], [-0.287, -0.223, -4.498], [1.024, -0.493, -4.128], [0.931, 0.685, -0.452], [-0.513, 4.659, 3.770], [0.592, 4.939, 2.404], [1.172, 4.134, 3.847], [0.124, 2.083, 3.300], [-1.152, 2.858, 2.382], [0.404, 3.289, 0.529], [2.627, 3.611, 1.188], [2.466, 2.489, 2.558], [2.757, 1.879, 0.940], [-0.684, -1.797, 2.009], [1.924, -1.985, -2.136], [2.659, -2.059, -0.571], [3.486, 0.398, -1.007], [4.333, -0.966, -1.719], [3.781, 1.185, -3.122], [3.790, -0.382, -3.886], [1.929, 2.592, -3.077], [-0.380, 3.073, -3.724], [-1.832, 1.253, -4.634], [-0.899, -1.023, -4.895], [1.425, -1.492, -4.259], [-4.909, -3.123, 2.784], [-3.805, -2.883, 1.983], [-2.817, -3.854, 1.912], [-2.868, -5.007, 2.575], [-3.934, -5.223, 3.342], [-4.977, -4.319, 3.480], [-5.702, -2.391, 2.866], [-3.709, -1.963, 1.423], [-1.940, -3.706, 1.293], [-3.952, -6.169, 3.872], [-5.819, -4.551, 4.117]], "forces_ev_per_angstrom": [[0.1, -0.2, -0.2], [0.1, 0.1, 0.1], [-0.1, 0.0, 0.0], [-0.1, -0.2, -0.1], [-0.6, 0.3, -0.3], [0.7, -0.2, 0.3], [-0.5, 0.4, -0.2], [0.7, -0.4, 0.6], [-0.7, 0.3, -0.7], [0.1, 0.0, 0.0], [-0.1, -0.3, -0.1], [0.1, 0.3, 0.1], [-0.2, 0.0, 0.0], [-0.1, -0.1, 0.0], [-0.1, -0.2, 0.0], [0.1, -0.1, 0.0], [0.0, 0.0, 0.1], [0.2, 0.2, 0.0], [0.6, -0.2, 0.7], [0.0, 0.0, 0.0], [-0.2, 0.1, 0.0], [0.0, 0.1, 0.0], [-0.1, 0.0, 0.0], [0.0, -0.1, 0.0], [0.1, 0.0, 0.0], [0.0, 0.0, 0.2], [0.1, 0.1, 0.0], [0.0, 0.1, -0.1], [-0.2, -0.1, -0.1], [0.0, 0.0, 0.0], [0.0, 0.0, 0.0], [0.0, 0.0, 0.0], [0.1, 0.2, 0.0], [0.1, -0.1, -0.1], [-0.2, -0.1, 0.0], [0.1, -0.1, 0.0], [0.0, 0.0, 0.0], [0.0, 0.1, 0.0], [0.0, 0.1, 0.0], [0.0, 0.0, 0.0], [0.0, 0.0, 0.0], [0.0, 0.0, 0.0], [0.0, -0.1, 0.0], [0.0, 0.0, 0.0], [0.0, 0.0, 0.0], [0.0, 0.0, 0.0], [0.0, 0.0, 0.0], [0.0, 0.0, 0.0], [0.0, 0.0, 0.0], [0.0, 0.0, 0.0], [0.0, 0.0, 0.0]], "nbo_charge": [-0.6134, -0.3756, -0.5932, -0.5975, 1.2028, -0.8968, 0.9876, -0.8945, 1.2034, -0.8065, -0.3732, -0.4239, -0.0290, -0.1564, -0.2140, -0.2257, -0.2090, -0.2256, -0.9026, 0.2117, 0.1989, 0.2036, 0.1984, 0.2057, 0.2289, 0.2134, 0.2051, 0.2091, -0.1045, 0.2470, 0.2476, 0.2031, 0.2058, 0.2123, 0.2117, 0.2006, 0.2095, 0.2131, 0.2134, 0.2083, -0.1695, -0.2615, 0.0344, -0.4162, 0.0331, -0.2621, 0.2163, 0.2186, 0.1974, 0.1914, 0.2186], "e_tot_ev": -28757.057, "smiles": "CC[C@@H](C)B1OBOB(CCCc2ccccc2)O1.c1ccncc1", "lumo_energy_ev": 0.53, "de_lowest_kcal_mol": 0.0, "homo_lumo_gap_ev": 9.613, "e_homo_ev": -9.1}

2.
{"formula": "C18H26Cl5N8O3V", "method": "wB97M-V/def2-TZVPD", "symbols": ["V", "Cl", "C", "C", "Cl", "C", "Cl", "C", "O", "C", "Cl", "C", "Cl", "N", "C", "C", "C", "C", "N", "C", "N", "N", "C", "O", "O", "H", "H", "H", "H", "H", "H", "H", "H", "H", "H", "H", "H", "H", "H", "C", "N", "C", "N", "C", "N", "C", "N", "C", "C", "H", "H", "H", "H", "H", "H", "H", "H", "H", "H", "H", "H"], "coordinates": [[-0.428, -0.295, -0.248], [5.632, -4.548, -0.529], [4.242, -3.587, -0.296], [4.047, -2.927, 0.919], [5.206, -3.047, 2.169], [2.899, -2.162, 1.116], [2.620, -1.296, 2.594], [1.960, -2.074, 0.111], [0.811, -1.361, 0.282], [2.172, -2.680, -1.118], [1.030, -2.395, -2.394], [3.308, -3.451, -1.328], [3.552, -4.210, -2.836], [0.981, 1.434, -0.064], [0.061, 2.463, 0.502], [0.361, 3.904, 0.096], [1.540, 4.612, 0.763], [1.259, 5.179, 2.155], [1.298, 4.227, 3.280], [2.417, 3.810, 3.868], [2.357, 3.032, 4.949], [3.607, 4.146, 3.369], [-1.363, 2.089, 0.081], [-2.329, 2.569, 0.580], [-1.380, 1.105, -0.875], [1.793, 1.281, 0.525], [1.310, 1.734, -0.979], [0.076, 2.343, 1.588], [-0.545, 4.492, 0.263], [0.526, 3.901, -0.986], [1.785, 5.480, 0.147], [2.435, 3.981, 0.759], [0.260, 5.612, 2.175], [1.940, 6.003, 2.384], [0.434, 4.036, 3.760], [1.477, 2.813, 5.385], [3.191, 2.741, 5.431], [3.684, 4.837, 2.643], [4.453, 3.918, 3.867], [-3.244, -0.927, 0.593], [-2.097, -1.562, -0.193], [-1.795, -2.900, 0.477], [-2.955, -3.740, 0.536], [-4.010, -3.059, 1.295], [-4.386, -1.791, 0.662], [-4.854, -2.071, -0.702], [-3.812, -2.735, -1.495], [-2.658, -1.883, -1.574], [-3.443, -3.988, -0.828], [-3.497, 0.008, 0.095], [-2.870, -0.714, 1.599], [-1.427, -2.687, 1.482], [-1.006, -3.380, -0.103], [-3.658, -2.869, 2.310], [-4.884, -3.705, 1.343], [-5.139, -1.137, -1.186], [-5.724, -2.723, -0.650], [-2.916, -0.932, -2.042], [-1.867, -2.375, -2.140], [-2.664, -4.491, -1.403], [-4.316, -4.635, -0.778]], "forces_ev_per_angstrom": [[-0.2, -0.4, -0.3], [0.0, 0.0, 0.0], [0.0, 0.0, 0.0], [0.0, 0.1, 0.1], [0.0, 0.0, 0.0], [0.2, 0.0, 0.4], [0.0, -0.2, -0.3], [-0.9, 0.6, -0.1], [1.6, -1.2, 0.4], [0.1, -0.1, -0.3], [0.1, 0.0, 0.3], [0.0, 0.0, 0.0], [0.0, 0.0, 0.0], [-0.4, 0.2, 0.2], [0.3, -0.1, 0.0], [0.0, 0.0, -0.1], [0.1, -0.1, 0.1], [-0.1, 0.0, 0.2], [0.1, -0.1, -0.1], [0.0, 0.1, 0.1], [0.0, 0.0, 0.0], [0.0, 0.0, 0.0], [0.0, -0.4, -0.8], [-0.2, 0.1, 0.0], [-0.7, 1.5, 0.6], [0.0, 0.0, 0.0], [0.0, -0.1, 0.0], [0.1, 0.1, 0.0], [0.0, 0.0, 0.0], [-0.1, 0.1, 0.0], [0.0, 0.0, 0.0], [0.0, 0.0, 0.0], [0.0, 0.0, 0.0], [0.0, 0.0, 0.0], [0.0, 0.0, 0.0], [0.0, 0.0, 0.0], [0.0, 0.0, 0.0], [0.0, 0.0, 0.0], [0.0, 0.0, 0.0], [0.2, 0.0, -0.1], [-0.3, -0.2, 0.1], [0.0, 0.2, -0.1], [-0.1, 0.1, -0.1], [0.0, 0.0, 0.0], [0.1, -0.1, -0.1], [0.0, 0.0, 0.0], [0.0, 0.0, 0.1], [0.1, 0.1, 0.1], [0.0, 0.0, 0.0], [0.0, 0.0, 0.0], [0.0, 0.0, 0.0], [0.0, 0.0, 0.0], [0.0, 0.0, 0.0], [0.0, 0.0, 0.0], [0.0, 0.0, 0.0], [0.0, 0.0, 0.0], [0.0, 0.0, 0.0], [0.0, 0.0, 0.0], [0.0, 0.0, 0.0], [0.0, 0.0, 0.0], [0.0, 0.0, 0.0]], "nbo_charge": [1.5824, 0.1227, -0.0833, -0.0580, 0.1073, -0.1124, 0.0400, 0.2923, -0.7123, -0.1138, 0.0741, -0.0647, 0.1206, -0.8462, -0.1560, -0.4164, -0.4225, -0.2373, -0.5649, 0.6764, -0.7564, -0.7627, 0.7527, -0.5166, -0.7558, 0.4050, 0.4021, 0.2166, 0.2486, 0.2301, 0.2532, 0.2026, 0.2450, 0.2179, 0.4252, 0.4278, 0.4317, 0.4294, 0.4327, -0.0744, -0.5585, -0.0649, -0.4412, -0.0812, -0.4393, -0.0823, -0.4369, -0.0779, -0.0822, 0.2309, 0.1989, 0.2082, 0.2131, 0.2058, 0.2240, 0.2132, 0.2230, 0.2210, 0.2103, 0.2099, 0.2239], "e_tot_ev": -125439.545, "lumo_energy_ev": [-6.16, -6.15], "charge": 2, "de_lowest_kcal_mol": 32.7, "homo_lumo_gap_ev": [7.499, 7.535], "multiplicity": 3, "e_homo_ev": [-13.7, -13.7]}

Question: What is the formula in the second record?
Answer: C18H26Cl5N8O3V